Entry from the Open Molecules 2025 dataset: 2 unconnected molecules or ions with the total composition C4H9N2S (ωB97M-V with the def2-TZVPD basis set).

Element x y z (Å)
C 1.239 -0.100 -0.694
C 2.668 0.583 0.818
C -3.593 -0.617 -0.140
C 2.289 -0.765 1.098
N 2.074 0.969 -0.271
N 1.484 -1.171 0.169
S -2.362 0.388 0.839
H 1.354 -0.450 -1.699
H 0.215 0.328 -0.981
H 3.431 1.168 1.258
H -4.612 -0.244 -0.020
H -3.396 -1.631 0.031
H -3.436 -0.239 -1.286
H -2.268 1.452 -0.021
H 2.674 -1.516 1.776
H 2.240 1.846 -0.878

Lowest unoccupied orbital energy ... -5.88 eV
Spin multiplicity ... 1
HOMO-LUMO gap ... 0.226 Ha
Charge ... +1
Calculated total energy ... -18100.3199 eV
HOMO energy ... -12.03 eV
Energy relative to the best compared isomer or geometry (same formula, charge and spin) ... 3.207 eV

Atom charges from the natural (NBO) analysis, given in e for atoms 1 to 6:
1. C -0.180
2. C 0.174
3. C -0.700
4. C -0.012
5. N -0.407
6. N -0.215

Entry from the Open Molecules 2025 dataset: a molecular structure, C22H29AsMnN3O15P3S (ωB97M-V with the def2-TZVPD basis set).

Element x y z (Å)
Mn -1.149 0.271 1.478
O -0.446 2.670 4.849
P -1.510 1.941 3.932
O -2.782 2.655 3.752
O -0.692 1.634 2.652
O -1.699 0.523 4.682
P -2.672 -0.613 4.054
O -1.917 -1.946 4.375
O -4.056 -0.587 4.513
O -2.562 -0.325 2.507
H -0.806 2.922 5.707
H -0.921 -1.926 4.496
O 0.756 -3.519 2.151
As 1.065 -1.974 2.921
O 0.750 -2.114 4.518
O -0.019 -0.894 2.213
C 2.839 -1.585 2.367
C 3.818 -2.510 2.725
C 5.141 -2.288 2.386
C 5.489 -1.135 1.694
C 4.523 -0.208 1.342
C 3.194 -0.432 1.678
S 1.526 0.418 -0.160
O 2.251 0.512 1.370
O 1.454 -1.012 -0.455
O 0.153 0.950 0.255
H 0.298 -4.071 2.800
H 3.541 -3.405 3.267
H 5.897 -3.010 2.663
H 6.523 -0.953 1.432
H 4.778 0.703 0.815
C -3.678 3.742 0.923
P -3.768 1.992 0.590
C -4.474 1.783 -1.047
C -4.913 1.256 1.739
O -2.356 1.401 0.522
H -4.673 4.186 0.865
H -3.019 4.217 0.196
H -3.279 3.862 1.931
H -5.451 2.263 -1.110
H -4.584 0.718 -1.255
H -3.805 2.222 -1.787
H -5.885 1.727 1.576
H -4.584 1.428 2.762
H -4.991 0.183 1.568
C 5.138 2.512 -4.822
C 3.945 1.662 -4.477
C 2.679 1.965 -4.964
C 1.562 1.214 -4.631
C 1.704 0.118 -3.789
N 0.610 -0.678 -3.369
C -0.520 -0.910 -4.095
O -0.741 -0.492 -5.213
N -1.447 -1.761 -3.479
C -1.668 -1.979 -2.117
C -2.121 -3.215 -1.664
C -2.324 -3.411 -0.312
C -2.046 -2.384 0.570
N -1.637 -1.197 0.125
C -1.473 -0.976 -1.178
C 2.966 -0.211 -3.303
C 4.066 0.557 -3.641
H 5.023 2.976 -5.801
H 6.054 1.920 -4.833
H 5.273 3.313 -4.091
H 2.555 2.814 -5.627
H 0.594 1.466 -5.034
H 0.773 -1.232 -2.538
H -2.131 -2.107 -4.132
H -2.289 -4.016 -2.373
H -2.666 -4.362 0.069
H -2.151 -2.490 1.639
H -1.156 0.017 -1.462
H 3.082 -1.071 -2.653
H 5.041 0.283 -3.252

Lowest unoccupied orbital energy (alpha / beta) ... -1.74 / -1.22 eV
Spin multiplicity ... 4
HOMO-LUMO gap (alpha / beta) ... 0.245 / 0.264 Ha
Charge ... 0
Calculated total energy ... -189339.9626 eV
HOMO energy (alpha / beta) ... -8.40 / -8.40 eV
Energy relative to the best compared isomer or geometry (same formula, charge and spin) ... 0.000 eV

Atom charges from the Löwdin analysis, given in e for atoms 1 to 6:
1. Mn 0.916
2. O -0.071
3. P 0.268
4. O -0.257
5. O -0.295
6. O -0.221

> The highest calculated total energy belongs to which entry?

C4H9N2S

> Among the records above, which one has the highest spin multiplicity?

C22H29AsMnN3O15P3S